# 1
71
Properties=species:S:1:pos:R:3:lowdin_charge:R:1 method="wB97M-V/def2-TZVPD" s2=8.76 energy_ev=-72783.78205 relative_energy_ev=0.788 spin_multiplicity=6 mol_weight_da=573.859 gap_ev="3.0 / 3.2" charge=+3 e_lumo_ev="-10.84 / -10.63"
Sm 0.188 0.173 1.394 1.278
P 0.576 -2.007 -0.289 0.687
P 2.981 0.110 1.864 0.701
P -2.205 0.657 -0.002 0.698
H 1.873 2.372 0.167 0.078
C 0.803 2.442 0.427 -0.149
C 0.371 2.725 1.713 -0.126
H 1.077 2.912 2.525 0.079
C 1.225 -1.667 -1.961 -0.223
C 1.713 -3.263 0.389 -0.242
C -0.924 -3.005 -0.577 -0.240
C 3.597 1.616 2.702 -0.249
C 3.545 -1.231 2.975 -0.235
C 4.010 -0.013 0.356 -0.243
C -2.913 2.306 0.352 -0.247
C -3.557 -0.485 0.470 -0.234
C -2.082 0.596 -1.828 -0.258
H 0.145 2.553 -0.452 0.079
H -0.632 3.122 1.899 0.081
H 1.340 -2.610 -2.509 0.081
H 2.191 -1.154 -1.877 0.043
H 0.536 -1.000 -2.495 0.043
H 1.708 -4.136 -0.273 0.078
H 1.367 -3.553 1.389 0.060
H 2.726 -2.861 0.483 0.031
H -0.644 -3.911 -1.126 0.079
H -1.670 -2.432 -1.137 0.032
H -1.361 -3.280 0.392 0.061
H 4.680 1.569 2.875 0.080
H 3.075 1.727 3.663 0.057
H 3.353 2.497 2.098 0.044
H 4.629 -1.396 2.919 0.080
H 3.027 -2.168 2.723 0.029
H 3.265 -0.975 4.006 0.060
H 5.078 0.159 0.569 0.081
H 3.669 0.741 -0.364 0.046
H 3.880 -0.994 -0.114 0.033
H -3.853 2.465 -0.191 0.080
H -2.183 3.080 0.082 0.045
H -3.089 2.390 1.435 0.055
H -4.481 -0.288 -0.091 0.080
H -3.751 -0.365 1.546 0.054
H -3.245 -1.525 0.311 0.033
H -3.005 0.938 -2.324 0.082
H -1.843 -0.422 -2.162 0.037
H -1.254 1.243 -2.149 0.045
C -0.752 0.178 -6.265 -0.320
C -0.093 0.545 -7.453 -0.017
C 0.085 1.899 -7.735 -0.063
C -0.412 2.879 -6.856 -0.087
C -1.101 2.504 -5.698 -0.095
C -1.299 1.149 -5.404 -0.047
O -0.854 -1.118 -5.833 0.022
H -0.482 -1.701 -6.514 0.112
H 0.286 -0.230 -8.128 0.123
H 0.612 2.200 -8.640 0.117
H -0.264 3.937 -7.082 0.109
H -1.494 3.251 -5.009 0.097
H -1.846 0.822 -4.530 0.071
C -1.070 -2.181 5.651 0.030
N -1.320 -0.781 5.307 -0.137
C -1.932 0.104 6.285 0.006
C -1.005 -0.305 4.123 -0.275
O -0.467 -1.035 3.208 -0.237
H -1.438 -2.319 6.675 0.112
H 0.003 -2.401 5.591 0.114
H -1.600 -2.843 4.956 0.116
H -1.280 0.957 6.515 0.114
H -2.874 0.525 5.909 0.115
H -2.125 -0.461 7.196 0.108
H -1.216 0.771 3.926 0.152



# 2
7
Properties=species:S:1:pos:R:3:lowdin_charge:R:1 method="wB97M-V/def2-TZVPD" energy_ev=-9146.66956 relative_energy_ev=3.569 spin_multiplicity=1 mol_weight_da=78.027 gap_ev=10.8 e_lumo_ev=-0.20
N -0.683 0.105 0.128 -0.226
N 0.664 -0.066 -0.254 -0.132
O 0.339 0.124 1.116 -0.008
O -1.467 -0.919 0.114 -0.073
O 1.220 1.017 -0.829 0.015
H -0.834 -2.099 0.307 0.312
H 0.760 1.838 -0.584 0.112